# 1
This record from the Open Molecules 2025 dataset describes 12 unconnected molecules or ions with the total composition C24H60O12 at a distorted geometry. The level of theory is wB97M-V/def2-TZVPD.

Geometry as ORCA input:
```
! RIJCOSX wB97M-V def2-TZVPD def2/J DEFGRID3
* xyz 0 1
C -1.999 2.903 2.794
H -1.312 4.114 -0.455
H -1.549 -0.906 -7.174
C -0.934 -4.579 -3.573
H -1.305 -0.600 3.399
H -2.676 -4.489 -0.088
H -2.478 -3.555 -2.608
C -4.448 2.230 2.610
H 0.594 0.777 4.103
H -2.129 -2.951 -4.238
H -1.056 -2.441 -2.930
H 4.091 1.145 3.298
C 4.121 0.514 -0.737
H 2.720 0.932 4.397
H 3.858 -2.560 3.475
O 4.917 -0.973 5.311
H 4.324 1.479 4.998
C -1.683 -3.256 -3.292
C -0.202 -4.727 -4.903
C -0.638 4.286 -1.294
H 0.332 -5.671 -5.006
H 0.456 -3.859 -4.951
H 0.262 -3.921 1.972
O 0.935 -1.412 -5.466
H 2.726 5.348 3.044
C -0.336 -0.899 3.799
O 1.118 -3.913 2.406
C -3.227 2.711 1.936
H 2.568 -0.339 -0.142
C 3.801 0.827 4.300
C 2.744 3.919 1.472
H -4.004 -1.914 -1.174
C 4.153 -0.619 4.444
H -2.208 2.682 3.841
H -0.430 1.200 -4.702
H -2.090 -2.809 -0.270
H -0.500 0.415 -7.553
H 1.221 2.507 0.946
O -1.548 -3.718 1.545
O 3.073 4.005 0.297
H -4.217 1.271 3.073
H 4.383 5.132 2.320
H 0.808 0.205 1.798
C -3.962 -0.396 -0.059
C 2.055 -3.487 1.489
H -3.455 -0.855 0.790
O 0.945 0.191 0.848
H -5.269 2.093 1.907
H -4.866 2.987 3.273
O -0.383 3.642 -3.548
H 0.076 -1.256 -7.754
H -0.349 -0.151 -3.672
H -1.754 3.965 2.764
H 3.739 1.109 -1.567
H 5.050 0.075 -1.100
H -0.008 -0.624 -0.868
H -0.088 -1.754 3.170
C 3.444 4.656 2.603
H -0.605 5.364 -1.450
H 0.560 3.814 1.611
H -0.080 -1.470 0.659
C -1.884 -3.785 0.170
H 3.834 3.963 3.348
H 3.061 -3.726 1.832
H -5.033 -0.509 0.109
C -2.261 2.561 -2.378
C -0.109 -0.479 0.207
H 2.042 -3.912 0.486
C 1.439 3.189 1.768
H -2.045 1.716 -1.724
O -0.943 -5.548 -2.807
H -1.756 -0.037 -4.675
O -3.656 -1.021 -1.232
H -0.832 -4.755 -5.791
H 3.694 -1.161 2.398
H 1.384 2.784 2.779
H -0.458 -1.143 4.854
H -3.632 0.642 -0.100
O -3.250 3.142 0.774
H -1.189 2.301 2.383
C -1.062 3.506 -2.532
C -0.508 -0.586 -7.123
O 0.627 0.077 3.448
O 3.420 -0.645 -0.463
C -0.681 0.140 -4.669
H 0.349 3.931 -0.997
H -0.976 -4.138 -0.320
H 2.456 -1.455 3.615
C -0.010 -0.655 -5.718
H -2.721 2.263 -3.320
H -3.043 2.942 -1.721
H -1.010 0.084 0.451
C 3.525 -1.524 3.412
H 4.352 1.152 0.116
H 1.901 -2.414 1.369
H -2.318 -3.294 1.932
*
```

**HOMO-LUMO gap**: 9.156 eV
**DFT total energy**: -1853.1496 Ha
**Structure (SMILES)**: CC(C)=O.CC(C)=O.CC(C)=O.CC(C)=O.CC(C)=O.CC(C)=O.CO.CO.CO.CO.CO.CO
**HOMO level**: -9.349 eV
**LUMO level**: -0.0071 hartree
**Maximum force**: 2.96 eV/A
**Molecular weight**: 540.732 g mol⁻¹
**Energy above the lowest of the compared OMol25 structures with the same formula, charge and spin**: 0.6533 eV

# 2
This record from the Open Molecules 2025 dataset describes 10 unconnected molecules or ions with the total composition C24H61N7O10 at a distorted geometry. The level of theory is wB97M-V/def2-TZVPD.

Geometry as ORCA input:
```
! RIJCOSX wB97M-V def2-TZVPD def2/J DEFGRID3
* xyz 0 1
N 0.548 3.173 3.643
C 4.048 -1.417 2.939
H 2.605 2.390 0.335
H -3.637 2.106 2.830
H -1.335 3.322 -1.822
C -1.258 2.989 -0.787
H 5.290 -0.784 0.217
H -4.112 -2.748 -0.953
H -0.950 3.468 -7.141
O 0.316 2.972 0.976
H -1.228 4.189 3.909
H -1.194 -2.207 1.849
C -0.768 3.286 4.310
O -1.386 -2.046 -2.205
C 1.717 3.399 4.257
H 1.359 -1.928 0.541
H 2.410 -5.094 -2.322
C -0.218 -3.683 -5.273
C -1.097 3.417 -6.062
H 0.589 3.172 2.634
C -2.982 0.475 1.651
H 2.402 -0.616 0.111
H -3.686 -0.312 1.382
H -0.487 0.456 5.160
H 5.026 0.259 3.076
O 5.081 -1.303 -0.563
O 0.688 2.610 -3.836
H 3.961 -2.840 0.054
H 2.100 -3.492 -1.664
C -5.129 3.630 1.526
H 1.200 0.370 4.634
C -4.419 2.389 0.986
H -2.198 0.454 0.894
H 5.229 -3.347 -1.038
C 0.163 1.766 -4.617
C 2.446 2.290 -0.738
H 0.633 0.802 0.920
H 0.834 2.616 -2.105
N -3.395 -2.071 -1.172
H 3.752 3.995 3.790
H 3.064 -1.132 3.312
C -1.847 -3.970 -1.012
H -0.178 -0.439 -4.758
H -4.629 -0.392 -0.851
H -2.301 -3.136 2.849
H 4.570 -2.035 3.669
H 3.802 -2.086 2.114
N 0.742 -3.965 -3.080
C 1.352 -0.880 0.240
H 5.598 -2.937 0.658
O 0.737 -0.071 1.305
C 2.861 3.523 3.377
H -5.338 3.596 2.595
H -0.807 3.208 5.397
H -1.839 3.678 -0.175
H 1.450 0.074 -4.805
H 0.059 -0.789 2.876
N 1.062 2.514 -1.127
H -1.396 2.470 3.952
H 1.025 -4.872 -1.220
C 5.004 -2.669 -0.215
C -1.262 -2.823 2.745
C 1.622 -4.410 -2.007
O 1.841 3.539 5.461
H -1.200 -4.070 -5.003
O 1.655 -5.209 -4.723
H 3.225 2.532 3.109
H -0.026 -3.878 -6.329
H -1.228 1.269 -5.915
C 0.496 0.305 -4.332
H 2.633 4.138 2.506
H -2.575 -4.495 -0.393
H -0.014 -3.324 -2.886
C -3.848 -0.722 -1.536
H -0.651 -3.711 2.586
N -3.650 1.739 1.889
H -0.142 -2.597 -5.222
O -1.126 -2.655 5.071
C 0.128 2.845 -0.213
H 0.622 -0.828 5.766
O 4.887 -0.401 2.393
H -4.239 -0.637 -2.550
H -0.998 -3.769 -0.359
H -2.533 0.207 2.608
H -0.414 4.105 -5.565
H 0.662 -0.845 -0.603
C 0.328 -0.223 4.908
H -1.759 2.029 -0.665
O -4.521 2.073 -0.163
C -0.802 -2.164 4.016
H 0.480 0.115 -3.259
H 3.059 3.100 -1.133
C 0.853 -4.333 -4.350
N -0.695 2.062 -5.590
H -2.108 3.676 -5.746
C -2.193 -2.561 -1.480
H 2.889 1.361 -1.095
N -0.107 -1.068 3.832
H -1.511 -4.449 -1.932
H -4.589 4.529 1.230
H -3.058 0.022 -1.433
H -6.038 3.727 0.932
*
```

**HOMO-LUMO gap**: 9.249 eV
**DFT total energy**: -2086.8058 Ha
**Structure (SMILES)**: CNC(C)=O.CNC(C)=O.CNC(C)=O.CNC(C)=O.CNC(C)=O.CNC(C)=O.CNC(C)=O.CO.CO.CO
**HOMO level**: -9.044 eV
**LUMO level**: 0.0076 hartree
**Maximum force**: 3.19 eV/A
**Molecular weight**: 607.791 g mol⁻¹
**Energy above the lowest of the compared OMol25 structures with the same formula, charge and spin**: 0.0000 eV